1.
The following is a DFT calculation (ωB97M-V/def2-TZVPD) of a 4-piece molecular cluster, C39H45F18N3O10S overall in a non-equilibrium geometry.

Geometry (Å):
C: -4.290 -1.025 5.630
C: -3.712 -2.333 5.088
C: -2.357 -2.615 5.787
C: -3.443 -2.234 3.582
C: -4.689 -1.975 2.739
C: -5.691 -3.104 2.946
C: -4.344 -1.881 1.224
O: -2.952 -2.035 0.964
C: -2.405 -1.136 0.093
C: -1.819 -1.603 -1.067
C: -1.172 -0.730 -1.983
C: -0.526 -1.423 -3.155
C: 0.969 -1.662 -2.985
F: -0.790 -0.782 -4.369
C: -1.147 0.634 -1.732
C: -0.467 1.632 -2.647
C: 1.088 1.629 -2.489
C: 1.722 2.849 -1.831
F: 2.284 3.634 -2.798
F: 0.863 3.638 -1.176
C: 2.935 2.470 -0.901
F: 3.612 1.484 -1.519
F: 3.768 3.513 -0.805
C: 2.506 2.026 0.519
F: 1.392 1.300 0.417
F: 2.221 3.140 1.212
C: 3.586 1.236 1.324
F: 4.781 1.595 0.816
F: 3.571 1.612 2.604
C: 3.504 -0.311 1.213
F: 3.252 -0.612 -0.071
F: 4.709 -0.795 1.525
C: 2.461 -1.094 2.068
F: 2.807 -2.388 1.878
F: 1.228 -0.950 1.594
C: 2.464 -0.856 3.610
F: 3.696 -0.590 4.036
F: 2.080 -2.005 4.178
C: 1.457 0.249 4.105
F: 0.391 -0.309 4.623
F: 1.089 1.053 3.122
F: 2.049 0.980 5.037
C: -1.786 1.120 -0.544
N: -1.802 2.466 -0.307
C: -2.383 2.908 0.766
C: -2.420 4.385 0.984
C: -3.782 4.990 0.570
C: -4.409 5.938 1.592
N: -3.498 6.943 2.157
C: -2.967 1.990 1.695
S: -3.716 2.652 3.158
N: -2.974 0.707 1.531
C: -2.396 0.250 0.381
H: -3.816 -0.179 5.138
H: -5.373 -0.969 5.546
H: -4.066 -0.949 6.692
H: -4.383 -3.158 5.305
H: -1.627 -2.979 5.069
H: -2.453 -3.334 6.592
H: -1.959 -1.681 6.172
H: -2.702 -1.452 3.448
H: -3.042 -3.194 3.266
H: -5.180 -1.045 3.025
H: -6.541 -3.015 2.273
H: -5.217 -4.072 2.797
H: -6.093 -3.089 3.955
H: -4.888 -2.667 0.706
H: -4.672 -0.917 0.846
H: -1.819 -2.661 -1.269
H: -0.979 -2.407 -3.228
H: 1.564 -0.940 -3.536
H: 1.209 -1.519 -1.932
H: 1.219 -2.682 -3.220
H: -0.669 1.347 -3.670
H: -0.891 2.616 -2.508
H: 1.371 0.726 -1.968
H: 1.536 1.556 -3.473
H: -2.205 4.619 2.025
H: -1.615 4.820 0.405
H: -4.484 4.179 0.388
H: -3.671 5.529 -0.367
H: -5.209 6.472 1.077
H: -4.894 5.384 2.387
H: -3.157 6.638 3.057
H: -2.710 7.076 1.539
H: -4.458 1.580 3.446
C: 1.683 -1.040 -7.709
C: 0.222 -1.340 -7.983
O: 0.033 -2.578 -7.293
C: 0.966 -2.668 -6.317
O: 0.969 -3.481 -5.454
O: 1.892 -1.688 -6.452
H: 1.899 0.022 -7.626
H: 2.348 -1.486 -8.450
H: -0.446 -0.593 -7.551
H: -0.004 -1.459 -9.039
C: 7.029 3.244 -3.405
C: 6.389 1.873 -3.330
O: 6.698 1.323 -4.615
C: 7.795 1.956 -5.098
O: 8.398 1.623 -6.063
O: 8.104 3.026 -4.325
H: 7.412 3.595 -2.451
H: 6.356 3.995 -3.821
H: 6.840 1.244 -2.560
H: 5.316 1.910 -3.179
C: 2.610 -4.841 1.185
C: 1.608 -5.953 1.423
O: 0.465 -5.492 0.695
C: 0.888 -4.635 -0.262
O: 0.207 -4.205 -1.134
O: 2.194 -4.328 -0.086
H: 3.638 -5.187 1.133
H: 2.533 -4.044 1.926
H: 1.931 -6.905 1.000
H: 1.356 -6.092 2.471

As for the HOMO-LUMO gap: 8.20 eV. Its structure (SMILES) is CC(C)C[C@H](C)COc1cc([C@H](C)F)c(CCC(F)(F)C(F)(F)C(F)(F)C(F)(F)C(F)(F)C(F)(F)C(F)(F)C(F)(F)F)c2nc(CCCN)c(S)nc12.O=C1OCCO1.O=C1OCCO1.O=C1OCCO1. For the strongest force on any atom, the calculation gives 1.2 eV Å⁻¹.


2.
The following is a DFT calculation (ωB97M-V/def2-TZVPD) of C39H45FeN4O2P2S as an isolated structure.

Geometry (Å):
Fe: -0.506 -0.195 0.636
C: -2.985 -3.115 3.058
C: -2.449 -2.427 1.956
N: -1.855 -1.258 2.063
C: -1.781 -0.657 3.290
C: -2.271 -1.281 4.452
C: -2.877 -2.549 4.297
C: -2.178 -0.617 5.699
C: -1.659 0.644 5.734
C: -1.201 1.299 4.567
C: -1.247 0.681 3.330
N: -0.876 1.174 2.119
C: -0.827 2.506 1.736
C: -0.245 3.550 2.422
C: -0.314 4.884 1.955
C: -0.997 5.193 0.821
C: -1.615 4.156 0.079
C: -2.423 4.414 -1.059
C: -3.052 3.400 -1.696
C: -2.815 2.083 -1.237
N: -2.027 1.772 -0.245
C: -1.477 2.815 0.485
H: -3.468 -4.073 2.910
H: -2.504 -2.861 0.961
H: -3.276 -3.053 5.176
H: -2.541 -1.106 6.597
H: -1.594 1.165 6.685
H: -0.822 2.311 4.645
H: 0.282 3.357 3.348
H: 0.164 5.670 2.528
H: -1.099 6.223 0.488
H: -2.571 5.444 -1.380
H: -3.715 3.553 -2.542
H: -3.141 0.265 -1.562
C: 1.080 -3.389 -1.675
P: 0.931 -2.393 -0.150
C: 0.517 -3.735 1.041
C: 2.686 -2.095 0.285
C: 3.738 -2.669 -0.428
C: 5.051 -2.500 -0.009
C: 5.325 -1.769 1.142
C: 4.282 -1.180 1.847
C: 2.962 -1.315 1.417
P: 1.547 -0.497 2.248
C: 1.557 -1.322 3.888
C: 2.200 1.140 2.699
H: 1.499 -2.789 -2.484
H: 0.086 -3.712 -1.977
H: 1.699 -4.269 -1.498
H: 1.337 -4.447 1.109
H: -0.384 -4.255 0.699
H: 0.313 -3.320 2.028
H: 3.548 -3.252 -1.324
H: 5.863 -2.949 -0.578
H: 6.348 -1.659 1.489
H: 4.510 -0.607 2.741
H: 2.544 -1.228 4.344
H: 1.313 -2.382 3.790
H: 0.812 -0.850 4.534
H: 3.229 1.088 3.049
H: 1.571 1.524 3.505
H: 2.128 1.819 1.847
C: -2.423 -2.758 -2.133
S: -1.377 -1.303 -2.424
O: -3.464 1.107 -1.899
C: -1.729 -0.995 -4.146
C: -0.929 -1.626 -5.100
C: -1.181 -1.430 -6.453
C: -2.223 -0.602 -6.854
C: -3.013 0.034 -5.903
C: -2.770 -0.158 -4.544
H: -3.479 -2.483 -2.114
H: -2.135 -3.185 -1.168
H: -2.250 -3.492 -2.920
H: -0.114 -2.271 -4.779
H: -0.561 -1.926 -7.193
H: -2.419 -0.450 -7.910
H: -3.825 0.683 -6.214
H: -3.384 0.339 -3.801
C: 3.598 1.524 -0.969
N: 2.479 1.943 -1.822
C: 2.755 2.835 -2.954
C: 1.242 1.524 -1.539
C: 0.126 1.940 -2.459
O: 1.031 0.801 -0.540
H: 4.512 1.529 -1.559
H: 3.427 0.524 -0.591
H: 3.722 2.197 -0.118
H: 3.756 3.236 -2.841
H: 2.064 3.674 -2.980
H: 2.702 2.310 -3.909
H: 0.351 1.670 -3.498
H: -0.033 3.021 -2.413
H: -0.786 1.439 -2.147

As for the HOMO-LUMO gap (alpha / beta): 7.01 / 6.99 eV. As for the expectation value of S²: 6.0123. The charge is +1. Its spin multiplicity is 5. For the strongest force on any atom, the calculation gives 0.7 eV Å⁻¹.